Record 1
Here is a structure of composition C33H44N4P2PtSSi2 from the Open Molecules 2025 dataset. Energies are from wB97M-V/def2-TZVPD.

Summary:
- HOMO energy: -6.668 eV
- Total energy: -89315.582 eV
- ΔE to the lowest compared entry with this formula, charge and spin: 0.025 eV
- Orbital gap: 0.2548 hartree

Last column: Löwdin charge in e.
Element x y z (Å)
Pt (0.054, -0.413, -0.081)  0.711
C (4.985, 0.445, 0.224)  -0.167
Si (3.525, -0.701, -0.034)  0.292
C (3.736, -1.600, -1.665)  -0.181
C (3.483, -1.982, 1.333)  -0.171
N (2.074, 0.209, -0.023)  -0.384
P (1.577, 1.725, 0.247)  0.643
C (-0.018, 1.471, 0.729)  -0.547
P (-1.638, 1.620, 0.294)  0.659
N (-2.010, 0.079, -0.068)  -0.384
Si (-3.304, -0.808, -0.762)  0.296
C (-2.969, -1.232, -2.557)  -0.183
C (-4.912, 0.162, -0.712)  -0.177
C (-3.537, -2.402, 0.193)  -0.175
C (-1.970, 2.736, -1.102)  -0.282
C (-2.360, 4.062, -0.938)  -0.088
C (-2.465, 4.903, -2.038)  -0.086
C (-2.168, 4.429, -3.307)  -0.091
C (-1.759, 3.112, -3.476)  -0.075
C (-1.656, 2.273, -2.379)  -0.088
C (-2.636, 2.283, 1.660)  -0.278
C (-2.050, 2.398, 2.916)  -0.076
C (-2.793, 2.858, 3.996)  -0.081
C (-4.124, 3.208, 3.825)  -0.088
C (-4.715, 3.101, 2.572)  -0.079
C (-3.973, 2.643, 1.495)  -0.104
C (1.757, 2.772, -1.221)  -0.299
C (2.361, 2.316, -2.383)  -0.069
C (2.415, 3.132, -3.507)  -0.077
C (1.867, 4.404, -3.469)  -0.087
C (1.260, 4.867, -2.306)  -0.085
C (1.204, 4.053, -1.188)  -0.099
C (2.613, 2.533, 1.498)  -0.286
C (3.536, 3.534, 1.222)  -0.084
C (4.355, 4.026, 2.231)  -0.081
C (4.255, 3.518, 3.516)  -0.087
C (3.331, 2.517, 3.800)  -0.082
C (2.513, 2.029, 2.796)  -0.090
H (5.922, -0.112, 0.141)  0.030
H (4.955, 0.908, 1.214)  0.021
H (5.007, 1.246, -0.519)  0.028
H (4.647, -2.205, -1.662)  0.029
H (3.798, -0.909, -2.509)  0.019
H (2.889, -2.264, -1.839)  -0.015
H (4.420, -2.542, 1.394)  0.029
H (2.671, -2.692, 1.162)  -0.001
H (3.309, -1.501, 2.299)  0.025
H (-3.027, -0.335, -3.178)  0.018
H (-3.711, -1.943, -2.932)  0.030
H (-1.981, -1.673, -2.688)  -0.005
H (-4.800, 1.127, -1.218)  0.023
H (-5.255, 0.342, 0.309)  0.022
H (-5.695, -0.391, -1.237)  0.031
H (-2.673, -3.057, 0.064)  -0.007
H (-4.424, -2.941, -0.149)  0.029
H (-3.652, -2.194, 1.260)  0.029
H (-2.592, 4.443, 0.050)  0.104
H (-2.780, 5.930, -1.902)  0.103
H (-2.246, 5.087, -4.164)  0.102
H (-1.510, 2.742, -4.463)  0.107
H (-1.314, 1.251, -2.501)  0.091
H (-1.008, 2.122, 3.025)  0.083
H (-2.328, 2.947, 4.970)  0.101
H (-4.702, 3.569, 4.666)  0.101
H (-5.752, 3.379, 2.435)  0.104
H (-4.438, 2.572, 0.518)  0.090
H (2.767, 1.311, -2.412)  0.087
H (2.883, 2.771, -4.414)  0.102
H (1.907, 5.037, -4.346)  0.101
H (0.818, 5.855, -2.278)  0.105
H (0.715, 4.405, -0.286)  0.116
H (3.628, 3.925, 0.216)  0.104
H (5.073, 4.805, 2.009)  0.103
H (4.896, 3.900, 4.301)  0.101
H (3.254, 2.120, 4.804)  0.102
H (1.787, 1.251, 3.002)  0.101
C (0.085, -5.664, -0.826)  -0.109
N (-0.113, -4.934, 0.412)  -0.057
C (-0.074, -3.595, 0.494)  -0.845
N (-0.241, -3.038, 1.698)  0.104
S (0.192, -2.656, -0.890)  0.633
H (-0.020, -6.725, -0.615)  0.086
H (1.075, -5.473, -1.241)  0.079
H (-0.660, -5.370, -1.566)  0.076
H (-0.194, -5.461, 1.264)  0.136
H (-0.556, -3.574, 2.489)  0.112
H (-0.271, -2.022, 1.720)  0.052

***

Record 2
Here is a structure of composition C33H45BBrCoIN3O3PS in a non-equilibrium geometry from the Open Molecules 2025 dataset. Energies are from wB97M-V/def2-TZVPD.

Summary:
- HOMO energy (alpha / beta): -9.787 / -10.473 eV
- Charge: +1
- Total energy: -182128.744 eV
- Multiplicity: 5
- Orbital gap (alpha / beta): 0.2911 / 0.2640 hartree

Last column: Löwdin charge in e.
Element x y z (Å)
Co (1.367, 0.181, 1.458)  0.537
C (-4.028, -3.336, -2.978)  -0.050
C (-3.272, -3.139, -1.695)  -0.254
C (-1.876, -3.192, -1.674)  -0.029
C (-1.172, -2.999, -0.501)  -0.096
C (-1.872, -2.747, 0.672)  -0.496
C (-3.256, -2.673, 0.677)  -0.115
C (-3.949, -2.879, -0.507)  -0.098
S (-1.011, -2.368, 2.172)  0.972
C (-0.175, -3.926, 2.445)  -0.212
O (0.091, -1.408, 1.782)  -0.623
H (-3.444, -3.911, -3.696)  0.100
H (-4.260, -2.370, -3.433)  -0.010
H (-4.970, -3.853, -2.802)  0.107
H (-1.340, -3.388, -2.595)  0.124
H (-0.087, -3.010, -0.502)  0.115
H (-3.788, -2.439, 1.591)  0.119
H (-5.030, -2.819, -0.510)  0.066
H (0.407, -4.189, 1.564)  0.056
H (-0.935, -4.682, 2.639)  0.072
H (0.469, -3.806, 3.315)  0.065
C (2.933, 3.543, -2.475)  -0.182
N (1.496, 3.286, -2.405)  -0.145
C (1.142, 2.308, -3.434)  -0.177
N (1.910, 1.064, -3.359)  -0.146
C (3.338, 1.390, -3.391)  -0.177
N (3.745, 2.335, -2.353)  -0.143
C (3.653, 1.747, -1.022)  -0.290
P (1.915, 1.240, -0.615)  1.024
C (1.094, 2.839, -1.076)  -0.307
C (1.568, 0.294, -2.169)  -0.307
H (3.212, 4.247, -1.690)  0.130
H (3.149, 4.000, -3.442)  0.132
H (1.329, 2.762, -4.408)  0.132
H (0.076, 2.078, -3.357)  0.128
H (3.562, 1.836, -4.361)  0.131
H (3.917, 0.471, -3.287)  0.131
H (4.004, 2.464, -0.275)  0.101
H (4.296, 0.869, -0.960)  0.067
H (1.363, 3.600, -0.338)  0.093
H (0.012, 2.719, -1.044)  0.056
H (0.509, 0.028, -2.190)  0.052
H (2.144, -0.636, -2.146)  0.094
C (2.824, -0.357, 2.746)  -0.175
C (3.614, -1.060, 1.714)  -0.346
C (3.157, -2.243, 1.110)  -0.069
C (3.844, -2.834, 0.058)  -0.085
C (5.016, -2.270, -0.423)  -0.094
C (5.499, -1.110, 0.174)  -0.101
C (4.806, -0.512, 1.213)  -0.077
H (3.389, 0.431, 3.240)  0.053
H (2.351, -1.018, 3.473)  0.060
H (2.257, -2.706, 1.492)  0.077
H (3.468, -3.752, -0.378)  0.103
H (5.560, -2.738, -1.232)  0.103
H (6.428, -0.672, -0.171)  0.111
H (5.201, 0.388, 1.672)  0.116
Br (-5.779, -0.436, -1.209)  0.833
C (-4.763, -0.700, -2.784)  -0.716
C (-5.386, -1.010, -3.990)  -0.133
C (-4.606, -1.230, -5.118)  -0.073
C (-3.220, -1.145, -5.061)  -0.059
C (-2.588, -0.831, -3.858)  -0.090
C (-3.402, -0.619, -2.778)  -0.117
I (-1.959, 0.444, -0.058)  1.241
H (-6.465, -1.081, -4.036)  0.121
H (-5.090, -1.471, -6.054)  0.120
H (-2.627, -1.322, -5.949)  0.117
H (-1.508, -0.763, -3.794)  0.106
C (-0.224, 3.872, 2.905)  0.008
C (-0.243, 2.433, 3.393)  -0.427
C (0.939, 2.145, 4.288)  0.002
O (-0.151, 1.594, 2.169)  -0.059
B (-1.460, 1.316, 1.812)  -1.146
O (-2.364, 1.613, 2.760)  0.096
C (-1.621, 1.990, 3.966)  -0.447
C (-2.387, 3.087, 4.673)  0.011
C (-1.531, 0.739, 4.824)  0.009
H (0.704, 4.052, 2.363)  0.095
H (-0.267, 4.564, 3.744)  0.103
H (-1.063, 4.080, 2.239)  0.107
H (1.857, 2.497, 3.820)  0.095
H (1.045, 1.082, 4.496)  0.080
H (0.816, 2.678, 5.233)  0.110
H (-2.614, 3.913, 4.003)  0.094
H (-1.811, 3.466, 5.519)  0.105
H (-3.326, 2.687, 5.054)  0.102
H (-0.964, -0.046, 4.319)  0.082
H (-2.538, 0.370, 5.014)  0.106
H (-1.055, 0.954, 5.780)  0.103

***

Record 3
Here is a structure of composition C33H45MgN4O3SSb from the Open Molecules 2025 dataset. Energies are from wB97M-V/def2-TZVPD.

Summary:
- HOMO energy: -14.140 eV
- Charge: +2
- Total energy: -69861.791 eV
- ΔE to the lowest compared entry with this formula, charge and spin: 0.407 eV
- Orbital gap: 0.2774 hartree

Last column: Löwdin charge in e.
Element x y z (Å)
Mg (-1.667, -1.071, 0.053)  0.490
O (-0.678, 5.274, -4.876)  0.154
C (-0.244, 4.647, -3.773)  -0.479
O (0.701, 5.054, -3.162)  0.136
C (-0.968, 3.401, -3.336)  -0.112
C (-1.583, 2.514, -4.216)  0.007
C (-2.123, 1.322, -3.756)  0.014
C (-2.034, 1.017, -2.404)  -0.249
C (-1.482, 1.934, -1.519)  -0.020
C (-0.934, 3.113, -1.978)  0.011
N (-2.479, -0.202, -1.815)  0.027
C (-2.871, -1.205, -2.492)  -0.059
C (-3.366, -2.414, -1.783)  -0.240
C (-4.016, -3.421, -2.458)  0.028
C (-4.618, -4.436, -1.719)  0.006
C (-4.560, -4.389, -0.340)  0.002
C (-3.860, -3.355, 0.265)  -0.081
N (-3.252, -2.397, -0.434)  0.027
H (-1.500, 4.891, -5.207)  0.114
H (-1.611, 2.720, -5.279)  0.133
H (-2.603, 0.656, -4.461)  0.119
H (-1.495, 1.720, -0.455)  0.095
H (-0.471, 3.821, -1.303)  0.127
H (-2.893, -1.219, -3.579)  0.142
H (-4.073, -3.403, -3.539)  0.134
H (-5.143, -5.239, -2.220)  0.132
H (-5.041, -5.141, 0.269)  0.128
H (-3.784, -3.294, 1.343)  0.102
C (-0.551, 0.579, 5.330)  -0.129
C (-1.253, 0.580, 3.974)  -0.560
C (-0.853, 1.802, 3.147)  -0.158
Sb (-0.880, -1.193, 2.829)  1.501
C (-2.164, -2.693, 3.696)  -0.568
C (-2.217, -2.741, 5.221)  -0.119
C (-1.831, -4.058, 3.091)  -0.153
C (1.149, -1.714, 3.357)  -0.538
C (1.845, -2.548, 2.283)  -0.143
C (1.237, -2.415, 4.710)  -0.125
H (-0.806, 1.496, 5.867)  0.093
H (0.536, 0.565, 5.221)  0.078
H (-0.841, -0.258, 5.962)  0.060
H (-2.336, 0.577, 4.120)  0.092
H (0.224, 1.818, 2.959)  0.067
H (-1.096, 2.719, 3.687)  0.092
H (-1.370, 1.845, 2.185)  0.047
H (-3.149, -2.362, 3.351)  0.069
H (-1.264, -3.033, 5.656)  0.065
H (-2.955, -3.484, 5.532)  0.093
H (-2.522, -1.789, 5.655)  0.071
H (-0.920, -4.466, 3.529)  0.075
H (-1.684, -4.033, 2.007)  0.048
H (-2.631, -4.774, 3.299)  0.091
H (1.626, -0.732, 3.432)  0.081
H (1.333, -3.499, 2.119)  0.080
H (2.859, -2.784, 2.615)  0.092
H (1.917, -2.048, 1.322)  0.019
H (0.814, -3.419, 4.667)  0.072
H (0.753, -1.868, 5.516)  0.058
H (2.291, -2.524, 4.977)  0.096
C (2.608, 3.253, 0.001)  -0.072
C (2.703, 1.850, 0.594)  -0.211
C (1.554, 0.933, 0.193)  -0.198
N (1.540, 0.761, -1.255)  0.062
C (1.157, -0.303, -1.934)  -0.726
S (0.389, -1.691, -1.244)  0.683
N (1.386, -0.349, -3.262)  0.114
C (1.867, 0.711, -4.135)  -0.359
O (1.214, 0.942, -5.112)  0.148
C (3.135, 1.385, -3.778)  -0.181
C (4.105, 0.760, -2.991)  -0.038
C (5.293, 1.417, -2.721)  -0.054
C (5.506, 2.695, -3.226)  -0.041
C (4.547, 3.312, -4.019)  -0.037
C (3.364, 2.653, -4.308)  0.001
H (3.414, 3.882, 0.375)  0.089
H (1.664, 3.735, 0.268)  0.078
H (2.695, 3.267, -1.090)  0.065
H (2.701, 1.913, 1.684)  0.112
H (3.645, 1.378, 0.305)  0.116
H (0.603, 1.369, 0.522)  0.091
H (1.654, -0.047, 0.651)  0.074
H (1.984, 1.504, -1.779)  0.114
H (0.893, -1.078, -3.757)  0.135
H (3.946, -0.247, -2.624)  0.122
H (6.058, 0.931, -2.131)  0.115
H (6.435, 3.208, -3.011)  0.118
H (4.723, 4.302, -4.418)  0.121
H (2.610, 3.111, -4.935)  0.126